ORCA calculation (ωB97M-V/def2-TZVPD) on a molecular structure, C34H44BiGeIOSi.

The HOMO-LUMO gap comes out at 6.76 eV. As for the HOMO energy: -14.0 eV. Its net charge is +2. The calculation puts the total energy at -4275.400862 hartree. Its spin multiplicity is 1.

Structure (XYZ):
```
83
C34H44BiGeIOSi (ωB97M-V/def2-TZVPD)
Bi -0.16348 1.35161 -0.11412
I -0.69281 3.44607 1.77857
C -0.67239 4.80691 0.16174
C -0.82209 6.11685 0.49152
C -0.84888 7.07250 -0.55053
C -0.73313 6.66834 -1.84493
C -0.57959 5.29838 -2.18106
C -0.47400 4.89563 -3.53653
C -0.33478 3.58617 -3.88606
C -0.28364 2.59962 -2.87909
C -0.38482 2.96095 -1.56196
C -0.53702 4.31397 -1.15756
H -0.92606 6.43815 1.51848
H -0.96711 8.11753 -0.30225
H -0.76092 7.39428 -2.64708
H -0.51150 5.66189 -4.30038
H -0.26416 3.29596 -4.92484
H -0.18127 1.55953 -3.17191
C -4.87808 -2.42777 -0.11829
C -4.37037 -0.97552 -0.13110
C -4.73647 -0.32142 -1.47020
C -5.00965 -0.19342 1.02389
Si -2.52441 -0.98925 0.09705
O -2.00847 0.62631 -0.05894
C -1.57056 -1.85262 -1.25426
C -1.36529 -1.16116 -2.45915
C -0.65855 -1.73402 -3.50987
C -0.15569 -3.02214 -3.38125
C -0.35425 -3.72812 -2.20205
C -1.04520 -3.14440 -1.14701
C -1.97978 -1.54892 1.79015
C -2.02507 -2.89280 2.18510
C -1.64647 -3.27976 3.46276
C -1.21683 -2.33157 4.38275
C -1.17753 -0.99294 4.02459
C -1.55757 -0.61531 2.74230
H -5.95100 -2.43827 -0.32582
H -4.73647 -2.90200 0.85480
H -4.39376 -3.04348 -0.88035
H -5.82433 -0.27446 -1.56539
H -4.36384 -0.89641 -2.32013
H -4.35498 0.69924 -1.54728
H -6.09705 -0.20035 0.91332
H -4.68880 0.85133 1.03275
H -4.77467 -0.63171 1.99573
H -1.78508 -0.16818 -2.59019
H -0.52720 -1.19167 -4.43759
H 0.37373 -3.48162 -4.20555
H 0.02422 -4.73769 -2.10641
H -1.17267 -3.71138 -0.23175
H -2.37163 -3.65456 1.49635
H -1.69456 -4.32271 3.74578
H -0.93514 -2.63467 5.38222
H -0.87915 -0.24688 4.75041
H -1.57974 0.44509 2.50412
C 5.17065 -1.13905 -0.88200
C 4.37848 -2.23417 -1.58178
C 3.04742 -2.54111 -0.90810
C 2.03893 -1.37010 -0.93452
Ge 2.36304 -0.02184 0.40248
C 2.22533 -0.47226 2.26733
C 3.55444 -1.01284 2.85637
C 4.44164 0.07231 3.46201
C 4.86087 1.16858 2.48813
H 6.17572 -1.03806 -1.28932
H 5.28420 -1.36021 0.18300
H 4.70591 -0.15210 -0.99482
H 4.97122 -3.14960 -1.59977
H 4.20284 -1.96025 -2.62521
H 3.22437 -2.87327 0.12010
H 2.55757 -3.37486 -1.41311
H 1.03723 -1.75473 -0.72449
H 2.00597 -0.89733 -1.91931
H 3.01371 1.29494 -0.01946
H 1.43258 -1.22520 2.31190
H 1.88155 0.39913 2.82933
H 4.11755 -1.58162 2.11166
H 3.28103 -1.73048 3.63081
H 5.32933 -0.40722 3.87600
H 3.91541 0.52055 4.30882
H 5.25597 0.75099 1.55840
H 5.64589 1.79380 2.91016
H 4.03110 1.83689 2.24185
```